This record from OMol25 describes a cluster of 2 separate species, C14H21O7S in total in a non-equilibrium geometry. The level of theory is ωB97M-V with the def2-TZVPD basis set.

Output
- Energy: -1470.73031 Ha
- Total charge: -1
- E_LUMO: 1.92 eV

Each line ends with the Mulliken charge.
Positions of all 43 atoms, in Å:
O -2.71 -1.20 -1.52  -0.56
C -3.03 0.00 -1.76  0.50
C -1.87 1.10 -1.75  -0.46
S -0.29 0.58 -2.59  1.07
O 0.85 1.53 -2.22  -0.66
O 0.17 -0.81 -2.20  -0.60
O -0.60 0.62 -4.21  -0.73
C -4.57 0.29 -1.99  0.25
C -5.51 -0.95 -2.18  -0.28
C -7.04 -0.87 -2.40  -0.39
C -7.68 0.56 -2.40  -0.34
C -6.77 1.79 -2.24  -0.41
C -5.22 1.72 -2.04  -0.30
H -2.20 2.14 -2.11  0.25
H -1.59 1.26 -0.63  0.30
H -5.01 -1.98 -2.16  0.30
H -7.64 -1.83 -2.54  0.30
H -8.81 0.64 -2.53  0.30
H -7.27 2.82 -2.26  0.27
H -4.57 2.66 -1.93  0.22
C 6.10 -0.04 3.00  -0.85
O 5.04 -0.89 2.61  -0.27
C 4.09 -1.15 3.63  -0.50
C 2.65 -0.90 3.16  -0.26
O 2.31 0.45 2.85  -0.48
C 2.97 1.07 1.74  -0.31
C 2.70 0.46 0.37  -0.17
O 3.26 -0.85 0.25  -0.32
C 2.36 -1.82 -0.26  -0.83
H 6.94 -0.64 3.38  0.27
H 6.44 0.51 2.12  0.24
H 5.79 0.69 3.75  0.40
H 4.28 -0.54 4.52  0.34
H 4.19 -2.20 3.91  0.37
H 1.99 -1.19 3.98  0.43
H 2.39 -1.56 2.34  0.06
H 4.03 1.16 1.95  0.07
H 2.58 2.09 1.72  0.43
H 3.19 1.08 -0.39  0.35
H 1.63 0.46 0.16  0.06
H 1.32 -1.61 0.02  0.40
H 2.64 -2.79 0.16  0.26
H 2.45 -1.87 -1.35  0.27